{
  "formula": "C3H17N2O3",
  "method": "the ωB97M-V functional and the def2-TZVPD basis",
  "symbols": ["C", "C", "C", "N", "N", "H", "H", "H", "H", "H", "H", "H", "H", "H", "H", "H", "H", "H", "O", "H", "H", "O", "H", "H", "O"],
  "positions_angstrom": [[-0.00343, -0.04999, -2.33532], [-1.24247, 0.00858, -1.47023], [-1.69724, -1.28846, -0.73071], [-0.74001, -1.61471, 0.31760], [1.34444, -0.20400, -1.39568], [0.15234, 0.95698, -2.88259], [0.12706, -0.98095, -2.95347], [-1.34436, 0.73836, -0.63903], [-2.04790, 0.24180, -2.20914], [-2.75607, -1.12953, -0.46961], [-1.71381, -2.14818, -1.38797], [-0.50309, -0.83219, 0.92142], [1.26738, -0.83999, -0.53140], [-1.14921, -2.29636, 0.90901], [1.60239, 0.75238, -1.04641], [2.08960, -0.55257, -2.02575], [2.19575, -0.07237, 2.33644], [0.83384, 0.36319, 2.49390], [1.51396, 0.39564, 1.88822], [1.51494, 1.77608, 0.70336], [2.34060, 3.04782, 0.47519], [1.86083, 2.33960, 0.10470], [-1.40691, 1.19358, 3.15443], [-1.34110, -0.18651, 3.74962], [-0.89752, 0.38178, 3.02340]],
  "atomic_forces_ev_per_a": [[2.1901, 0.4043, 1.3181], [-1.8750, -1.0556, -0.0456], [0.4504, 0.5478, -1.0704], [0.3400, 0.6930, -0.2222], [-0.5475, 0.4051, -0.0772], [-0.0584, -1.9653, 0.6589], [-0.7867, 1.2297, 0.2841], [0.8666, 0.3512, -0.9847], [0.4116, 0.0418, 0.6082], [0.3629, 0.0625, 0.5411], [0.0171, -0.1531, -0.4648], [-0.3888, 0.1276, -0.0351], [-0.4849, 0.7687, -1.5901], [-0.1115, -0.9074, 0.6686], [0.0971, -0.6328, -0.2418], [-0.3541, 0.3215, 0.7183], [1.3088, -0.5009, 0.2612], [-3.0449, 0.1260, 2.1535], [1.7752, 0.1139, -2.4197], [-1.2895, -2.5005, 3.9407], [0.6907, 0.9578, 0.8783], [0.6642, 1.5539, -5.0143], [0.2675, 0.2226, -0.3123], [1.2995, 0.9709, -1.7532], [-1.8004, -1.1827, 2.2003]],
  "mulliken_charge": [-0.437, -0.506, -0.651, -0.513, -0.328, 0.308, 0.341, 0.317, 0.333, 0.316, 0.401, 0.195, 0.340, 0.261, 0.276, 0.385, 0.288, 0.333, -0.589, 0.324, 0.318, -0.662, 0.299, 0.323, -0.673],
  "homo_ha": -0.481,
  "charge": 1,
  "max_force_ev_per_a": 5.3,
  "multiplicity": 1,
  "total_energy_ev": -12503.15424
}

=====

{
  "formula": "C3H17NO4",
  "method": "the ωB97M-V functional and the def2-TZVPD basis",
  "symbols": ["C", "C", "N", "C", "H", "H", "H", "H", "H", "H", "H", "H", "H", "H", "H", "O", "H", "H", "O", "H", "H", "O", "H", "H", "O"],
  "positions_angstrom": [[1.10847, -1.21294, -2.41647], [2.02385, -0.95051, -1.24306], [1.36133, -0.02890, -0.27299], [2.14864, 0.26013, 0.94213], [1.72352, -1.42402, -3.28917], [0.48691, -0.34904, -2.64524], [0.38728, -1.95915, -2.06763], [2.89885, -0.35340, -1.50363], [2.33027, -1.81863, -0.65424], [0.40413, -0.20155, -0.02646], [1.53164, 0.18588, 1.83125], [3.10897, -0.23672, 1.09240], [2.50770, 1.29233, 0.79017], [-2.84584, 0.28157, -0.08307], [-2.86004, 0.52046, -1.59525], [-2.90589, 0.97767, -0.75476], [0.04280, 1.91503, -0.15074], [-1.44821, 1.75191, -0.20084], [-0.74693, 2.08590, 0.37630], [-0.87244, 1.07891, 1.74284], [-1.51983, 0.70356, 3.13616], [-0.87684, 0.43636, 2.46781], [-3.33601, -1.19403, 1.83470], [-1.95079, -0.65569, 1.56267], [-2.70154, -1.10514, 1.12711]],
  "atomic_forces_ev_per_a": [[-0.0181, -0.0156, 0.6847], [-0.7179, 1.8915, 1.6315], [0.7649, -0.0518, 0.0457], [0.1333, 1.4767, -0.8204], [-0.4840, -0.6496, -0.1180], [0.2952, 0.3693, 0.0228], [0.2534, -0.4386, -0.7787], [0.2716, -0.4633, -0.3969], [0.1610, -0.4471, -0.6344], [-0.1608, -0.8159, -0.1047], [0.1047, 0.0528, 0.1235], [-0.3540, -0.9460, -0.2950], [-0.2529, 0.0430, 0.6577], [-0.3402, -0.4868, 0.1791], [-0.0560, -0.1033, -0.1921], [0.0572, 0.3043, -0.1461], [0.4227, -0.0175, 0.1346], [-0.6961, 0.0895, -0.2171], [0.4275, 0.1436, 0.0259], [0.0585, 0.9197, -0.3256], [0.2459, 0.2564, -0.2192], [-0.1509, -0.9807, 0.7367], [-0.4270, -0.1363, 0.1609], [0.2404, -0.1113, 0.2038], [0.2213, 0.1170, -0.3589]],
  "mulliken_charge": [-1.110, -0.392, -0.200, -1.027, 0.341, 0.265, 0.296, 0.340, 0.340, 0.193, 0.281, 0.389, 0.300, 0.426, 0.329, -0.759, 0.338, 0.424, -0.774, 0.432, 0.309, -0.749, 0.295, 0.440, -0.727],
  "homo_ha": -0.314,
  "charge": 0,
  "max_force_ev_per_a": 2.6,
  "smiles": "CCNC.O.O.O.O",
  "multiplicity": 1,
  "total_energy_ev": -13066.84061
}

=====

{
  "formula": "C3H18CrN2O7",
  "method": "the ωB97M-V functional and the def2-TZVPD basis",
  "symbols": ["Cr", "C", "O", "H", "H", "H", "C", "O", "H", "H", "H", "C", "O", "N", "N", "H", "H", "H", "H", "O", "H", "H", "O", "H", "H", "O", "H", "H", "O", "H", "H"],
  "positions_angstrom": [[-0.91271, -0.32789, -0.07121], [0.37529, 2.66170, 0.61486], [-0.40933, 1.56940, 0.34421], [0.32019, 3.42608, -0.18012], [0.08437, 3.11259, 1.58066], [1.44939, 2.41095, 0.74772], [0.78349, -2.48122, 1.78397], [-0.00189, -1.42268, 1.39072], [0.44914, -2.87009, 2.75779], [0.66678, -3.34954, 1.09812], [1.85223, -2.22659, 1.78673], [1.60541, 0.22956, -1.93296], [0.76796, -0.62715, -1.62342], [1.25237, 1.54470, -2.05453], [2.93690, -0.06746, -2.01223], [1.92776, 2.28326, -2.10918], [0.33715, 1.74966, -1.67123], [3.62848, 0.65679, -1.95260], [3.26264, -1.00888, -1.90705], [-1.85327, -2.17966, -0.74512], [-2.64517, -2.48560, -0.29495], [-1.62328, -2.85743, -1.38645], [-2.78039, -0.20821, 1.08917], [-2.82207, -0.57258, 1.98324], [-3.67025, -0.28625, 0.72764], [0.11792, 0.47975, 3.42899], [0.24878, 1.34307, 3.02668], [0.14267, -0.13715, 2.66129], [-1.87269, 0.38220, -2.01533], [-1.30205, 0.08266, -2.73451], [-2.31583, 1.17604, -2.33092]],
  "atomic_forces_ev_per_a": [[1.7015, 0.1985, 0.8382], [0.2715, -0.5970, 0.6239], [-0.5103, -0.5654, -0.7800], [-0.0282, 0.1847, 0.1748], [-0.0410, 0.3295, -0.2346], [-0.0805, 0.0201, -0.1611], [-0.5510, -0.4139, -0.7608], [-0.6614, 1.1118, -0.1096], [0.4006, 0.1419, 0.1759], [0.1737, 0.0875, 0.0120], [0.0521, -0.0940, 0.3000], [0.2375, 0.4230, 1.4863], [0.2086, -0.1784, -1.1346], [-0.0628, -0.7408, -0.7214], [-0.0766, 0.3291, -0.4807], [0.0833, -0.0391, 0.0480], [0.1197, 0.0653, 0.4004], [-0.0415, 0.0490, -0.0843], [-0.3067, -0.1359, 0.1528], [-0.2683, -0.1959, -0.2608], [0.0996, 0.0054, 0.1628], [0.2354, 0.0715, 0.0188], [-1.0479, -0.1993, 0.2593], [0.3199, 0.1078, 0.0299], [-0.0373, 0.1599, 0.0883], [0.0398, 0.0163, -0.0163], [-0.0632, -0.0128, -0.0332], [-0.0907, -0.1686, -0.0112], [-0.2281, -0.0411, -0.3027], [0.0846, -0.0170, 0.1173], [0.0676, 0.0980, 0.2026]],
  "mulliken_charge": [0.739, -1.049, -0.657, 0.321, 0.311, 0.328, -0.913, -0.597, 0.258, 0.219, 0.256, 0.654, -0.627, -0.350, -0.470, 0.256, 0.186, 0.163, 0.218, -0.286, 0.260, 0.247, -0.324, 0.275, 0.271, -0.668, 0.323, 0.401, -0.309, 0.291, 0.272],
  "homo_ha": [-0.233, -0.278],
  "charge": 0,
  "max_force_ev_per_a": 1.9,
  "multiplicity": 5,
  "total_energy_ev": -49137.82774
}